{"formula": "C17H16F3N5OS2", "method": "wB97M-V/def2-TZVPD", "orbital_gap_ev": 7.44, "e_tot_ha": -2101.84828, "homo_ha": -0.31388, "elements": ["O", "C", "N", "H", "C", "H", "H", "C", "H", "H", "C", "N", "C", "N", "C", "C", "H", "H", "H", "H", "H", "C", "H", "H", "S", "C", "N", "C", "C", "C", "N", "C", "F", "F", "F", "H", "C", "C", "C", "C", "S", "H", "H", "H"], "coordinates": [[-3.1303, -2.4133, 2.1048], [-1.9984, -1.8315, 1.7743], [-1.8456, -0.8684, 0.7279], [-1.0615, -0.5163, 0.6165], [-3.0969, -0.8168, -0.2543], [-3.1703, 0.3452, -0.2634], [-4.1105, -1.0120, 0.6377], [-3.1547, -1.4300, -1.5275], [-4.2167, -1.5491, -1.8354], [-2.6882, -2.4881, -1.2084], [-2.4096, -0.5883, -2.5228], [-1.0606, -0.5214, -2.3407], [-0.3075, 0.3448, -2.0003], [0.9729, 0.4415, -1.6676], [1.1693, -0.9814, -2.0746], [-0.0622, -1.6161, -2.1484], [-0.1737, -2.7629, -2.4747], [2.1271, -1.4356, -1.7995], [-0.7331, 1.5731, -1.8502], [-2.4698, -1.3509, -3.3282], [-2.8184, 0.1959, -2.8401], [-1.0306, -1.8775, 2.8042], [-0.6048, -0.8894, 3.0903], [-1.2053, -2.6063, 3.6385], [0.5251, -2.5302, 1.5459], [1.4785, -1.2567, 1.2842], [0.7792, -0.2960, 1.2994], [1.4930, 1.1307, 0.8959], [2.7324, 0.8346, 0.6876], [3.3747, -0.4436, 0.6551], [2.6657, -1.3707, 0.8839], [4.7390, -0.6967, 0.0444], [4.8715, -1.3916, -0.9083], [5.4446, -1.4264, 1.1040], [5.4056, 0.3942, -0.1002], [3.4328, 1.9284, 0.3186], [0.7595, 2.2155, 0.7374], [1.1496, 3.4852, 0.8154], [0.1125, 4.4699, 0.6556], [-1.1666, 4.0243, 1.1586], [-0.8639, 2.1370, 1.5235], [-2.1220, 4.4750, 1.4589], [0.1671, 5.4223, 0.4291], [2.1012, 3.5497, 0.2533]], "mulliken_charge": [-0.6882, 0.6123, 0.3048, 0.2246, -1.0617, 0.3607, 0.2473, -0.0569, 0.3613, 0.1286, -1.1622, 0.5383, 0.0035, -0.2310, -0.6257, -0.3861, 0.2422, 0.3960, 0.0281, 0.3503, 0.6980, -0.5430, 0.2406, 0.3266, -0.2826, 0.4715, -0.5024, 0.3395, -0.0952, 0.1030, -0.3043, 0.7821, -0.2161, -0.3608, -0.2753, -0.1661, 0.4862, -0.2175, -0.8086, -0.3676, -0.0587, 0.3960, 0.5742, 0.1944]}

***

{"formula": "C17H16F3N5S", "method": "wB97M-V/def2-TZVPD", "orbital_gap_ev": 7.80, "smiles": "Nc1nc(N[C@@H]2CCNC2)c2sc(-c3ccc(C(F)(F)F)cc3)cc2n1", "e_above_lowest_kcal_mol": 0.0, "e_tot_ha": -1629.01889, "homo_ha": -0.30015, "elements": ["F", "F", "F", "N", "N", "S", "C", "C", "C", "C", "C", "C", "C", "C", "C", "C", "C", "C", "N", "N", "N", "C", "C", "C", "C", "C", "H", "H", "H", "H", "H", "H", "H", "H", "H", "H", "H", "H", "H", "H", "H", "H"], "coordinates": [[6.5277, 2.5359, -3.2925], [5.5435, 2.3424, -5.2043], [6.3724, 0.5626, -4.2767], [-2.6381, 2.4037, -0.2183], [-3.2960, 0.9814, 1.5589], [0.2981, -0.1612, 0.0514], [-0.4613, 1.9720, -1.2590], [0.6307, 1.1311, -1.1490], [-3.4603, 1.9743, 0.7180], [-1.5384, 1.6682, -0.3495], [-2.1549, 0.3321, 1.4127], [2.2606, 2.4306, -2.4908], [2.7929, 0.1463, -1.9570], [3.4996, 2.5940, -3.0843], [4.0401, 0.2809, -2.6028], [-1.2357, 0.6002, 0.4728], [1.9101, 1.2084, -1.9134], [4.4007, 1.5232, -3.1975], [-4.5550, 2.6873, 0.8594], [-0.8393, -4.0275, 2.8258], [-2.1191, -0.7301, 2.2731], [5.6981, 1.7175, -3.9832], [-2.2242, -4.0255, 3.2703], [-0.5014, -2.6510, 2.5181], [-2.9134, -3.0274, 2.3447], [-1.7932, -2.1216, 1.8404], [-0.5169, 2.8201, -1.9089], [1.5666, 3.2702, -2.3601], [2.5647, -0.8059, -1.5109], [3.7561, 3.5737, -3.4862], [4.7115, -0.5669, -2.6220], [-4.5008, 3.6331, 0.4840], [-4.9311, 2.5408, 1.7889], [-0.2584, -4.4612, 3.5276], [-2.9013, -0.6566, 2.9030], [-2.3334, -3.6867, 4.2902], [-2.7157, -5.0225, 3.2108], [-0.2924, -2.1362, 3.4766], [0.3961, -2.5609, 1.8872], [-3.3389, -3.5916, 1.5065], [-3.7125, -2.5120, 2.8757], [-1.7377, -2.1851, 0.7702]], "mulliken_charge": [-0.2389, -0.2609, -0.2700, -0.7692, -0.5287, -0.3425, -0.6609, 0.5859, 0.1762, -0.3076, 0.5023, -0.5569, -0.5120, -0.9529, -0.7888, 0.2840, 1.3498, 0.1922, -0.4247, -0.4517, -0.2759, 0.8388, -0.6217, -0.7348, -0.8712, 0.4358, 0.4320, 0.2569, 0.3481, 0.3632, 0.4199, 0.2673, 0.2608, 0.2392, 0.3126, 0.3057, 0.3476, 0.2866, 0.2781, 0.2395, 0.3392, 0.5077]}

***

{"formula": "C17H16F4N", "method": "wB97M-V/def2-TZVPD", "orbital_gap_ev": 4.75, "e_above_lowest_kcal_mol": 17.0, "e_tot_ha": -1111.29496, "homo_ha": -0.42462, "charge": 1, "elements": ["F", "C", "C", "C", "F", "C", "C", "C", "C", "C", "C", "F", "C", "C", "F", "C", "C", "H", "H", "H", "H", "H", "H", "H", "C", "C", "C", "N", "C", "H", "H", "H", "H", "H", "H", "H", "H", "H"], "coordinates": [[-3.1582, 2.4528, 1.6902], [-2.9126, 1.1236, 1.7345], [-3.9609, 0.2236, 1.7297], [-3.7150, -1.1372, 1.7550], [-4.7389, -2.0216, 1.7348], [-2.4183, -1.5899, 1.7888], [-1.3208, -0.7070, 1.7898], [-0.0221, -1.2682, 1.8093], [1.2745, -0.6992, 1.7998], [2.3754, -1.5773, 1.7867], [3.6709, -1.1178, 1.7509], [4.7005, -1.9948, 1.7288], [3.9095, 0.2440, 1.7284], [2.8582, 1.1394, 1.7544], [3.0945, 2.4699, 1.7155], [1.5664, 0.6758, 1.7983], [-1.6195, 0.6664, 1.7640], [-4.9698, 0.5855, 1.6901], [-2.2530, -2.6503, 1.8163], [-0.0194, -2.3449, 1.8139], [2.2158, -2.6390, 1.8044], [4.9171, 0.6111, 1.6886], [0.8072, 1.4218, 1.8409], [-0.8629, 1.4161, 1.7528], [-0.8019, -0.7199, 7.3528], [0.7449, -0.7221, 7.3538], [1.1688, -0.6743, 5.8758], [-0.0256, -0.2708, 5.1069], [-1.2234, -0.6709, 5.8738], [-1.2148, -1.5964, 7.8661], [-1.1818, 0.1558, 7.8912], [1.1270, 0.1525, 7.8926], [1.1545, -1.6000, 7.8673], [1.9802, 0.0472, 5.7162], [1.5196, -1.6558, 5.5324], [-0.0302, -0.6574, 4.1584], [-1.5777, -1.6513, 5.5303], [-2.0321, 0.0534, 5.7137]], "mulliken_charge": [-0.2769, -0.1592, -0.2391, 0.0161, -0.2799, -0.7881, 1.2268, -0.7586, 1.1810, -0.8018, 0.0148, -0.2799, -0.2397, -0.1595, -0.2789, -0.4071, -0.4306, 0.5232, 0.5020, 0.2893, 0.4971, 0.5209, 0.6601, 0.6131, -0.4833, -0.4805, -0.4819, -0.2424, -0.4883, 0.2774, 0.2527, 0.2536, 0.2765, 0.3305, 0.2508, 0.0011, 0.2542, 0.3349]}

***

{"formula": "C17H16FeNO3", "method": "wB97M-V/def2-TZVPD", "s2": 6.1092, "orbital_gap_ev": [6.23, 4.98], "e_above_lowest_kcal_mol": 0.0, "spin_multiplicity": 5, "e_tot_ha": -2201.12498, "homo_ha": [-0.37863, -0.41258], "charge": 1, "elements": ["C", "C", "C", "C", "C", "N", "C", "C", "H", "H", "H", "H", "H", "H", "H", "H", "H", "O", "C", "Fe", "C", "O", "C", "O", "C", "C", "C", "C", "C", "C", "C", "H", "H", "H", "H", "H", "H", "H"], "coordinates": [[1.3416, -6.3042, 0.4627], [0.0186, -5.8696, 0.3019], [-0.2501, -4.5580, -0.1010], [0.8159, -3.6855, -0.3534], [0.5556, -2.2127, -0.6773], [0.6461, -1.2786, 0.4333], [2.1350, -4.1359, -0.2770], [2.4006, -5.4443, 0.1336], [1.5521, -7.3038, 0.8361], [-0.8010, -6.5572, 0.4771], [-1.2711, -4.2054, -0.2318], [1.2539, -1.9138, -1.4829], [-0.4516, -2.1281, -1.1048], [0.6954, -1.8136, 1.3263], [1.4304, -0.6102, 0.2861], [2.9450, -3.4505, -0.5496], [3.4307, -5.7917, 0.1800], [-2.5673, 7.0382, 0.5092], [-2.0243, 6.0162, 0.6649], [-1.6982, 4.3674, 0.2024], [-3.2594, 3.8440, -0.4856], [-4.1462, 3.6168, -1.2064], [-1.2297, 4.8102, -1.3963], [-1.1266, 5.1115, -2.5138], [0.0089, 0.8999, -0.5145], [1.1949, 1.6604, -0.4898], [1.3150, 2.9961, -0.1101], [0.4195, 3.7781, 0.6730], [-0.5815, 3.2612, 1.5934], [-1.4629, 2.2374, 1.1221], [-1.2193, 1.4144, -0.0168], [-0.0752, -0.0652, -1.0311], [2.1206, 1.1636, -0.7950], [2.1920, 3.5160, -0.5321], [0.8286, 4.7998, 0.8246], [-0.6750, 3.6919, 2.6186], [-2.3352, 2.0243, 1.7760], [-2.1257, 1.0808, -0.5519]], "mulliken_charge": [-0.4775, -0.4780, -0.4104, 0.3680, -0.6693, -0.4456, -0.3823, -0.4539, 0.3787, 0.3778, 0.3281, 0.3465, 0.4021, 0.2705, 0.1642, 0.3210, 0.3677, -0.2299, 0.2378, 0.2351, 0.3963, -0.2154, 0.2574, -0.2686, 0.2474, -0.2018, -0.4384, -0.2666, -0.6508, -0.3319, -0.6150, 0.0917, 0.4007, 0.3831, 0.5919, 0.4806, 0.4683, 0.4206]}

***

{"formula": "C17H16GeN5S3W", "method": "wB97M-V/def2-TZVPD", "orbital_gap_ev": 5.97, "e_tot_ha": -4268.64767, "homo_ha": -0.65748, "charge": 3, "elements": ["W", "N", "N", "C", "N", "S", "H", "H", "H", "H", "H", "S", "C", "C", "N", "C", "S", "C", "N", "Ge", "C", "C", "C", "C", "C", "C", "C", "C", "C", "C", "C", "C", "H", "H", "H", "H", "H", "H", "H", "H", "H", "H", "H"], "coordinates": [[0.8417, -0.0709, -1.4171], [2.9946, 0.0043, -2.0601], [3.3995, 1.1740, -2.7550], [2.4725, 1.9991, -3.2419], [2.8160, 3.0145, -3.9851], [0.7813, 1.7310, -2.8879], [3.5731, -0.0679, -1.2179], [3.2584, -0.7945, -2.6460], [4.3746, 1.2400, -3.0261], [3.7702, 3.2253, -4.2545], [2.1014, 3.6343, -4.3489], [-1.3566, -0.3125, -1.7568], [-1.6977, -2.0856, -1.8383], [-3.0669, -2.4710, -1.7565], [-4.1795, -2.7411, -1.6515], [-0.6721, -2.9068, -2.0405], [0.9728, -2.2341, -2.0423], [-0.7801, -4.3231, -2.1764], [-0.8615, -5.4673, -2.2504], [-0.5906, -1.0511, 0.7216], [-2.1812, -0.4027, 1.5033], [-2.7369, -1.2899, 2.4291], [-3.9090, -0.9223, 3.0746], [-4.5048, 0.2969, 2.7819], [-3.9411, 1.1681, 1.8455], [-2.7727, 0.8218, 1.1948], [1.1110, 0.2045, 0.6997], [2.0526, -0.4808, 1.5291], [2.7259, 0.1984, 2.5183], [2.4672, 1.5581, 2.7296], [1.5253, 2.2516, 1.9594], [0.8307, 1.5857, 0.9797], [-0.0187, -2.4420, 0.9674], [-2.2858, -2.2507, 2.6503], [-4.3551, -1.5971, 3.7922], [-5.4263, 0.5774, 3.2742], [-4.4231, 2.1096, 1.6202], [-2.3519, 1.4916, 0.4549], [2.2426, -1.5370, 1.3687], [3.4428, -0.3241, 3.1385], [2.9920, 2.0824, 3.5198], [1.3124, 3.2927, 2.1641], [0.0531, 2.1110, 0.4363]], "mulliken_charge": [1.2607, -0.6001, -0.3119, 0.8725, -0.3518, -0.3491, 0.3588, 0.4018, 0.2670, 0.2454, 0.2373, -0.0113, 0.0201, -0.3242, -0.2521, 1.2901, -0.2063, -0.2725, -0.2028, 0.3225, 0.8468, -0.5489, -0.7480, -0.4809, -0.8454, 0.2029, 0.4603, -0.6156, -0.8124, -0.4018, -0.9708, 0.0494, 0.1584, 0.3636, 0.4449, 0.4448, 0.4402, 0.2458, 0.5554, 0.5087, 0.4708, 0.5014, 0.3366]}

***

{"formula": "C17H16N2PtSe2", "method": "wB97M-V/def2-TZVPD", "orbital_gap_ev": 6.99, "e_tot_ha": -5688.54496, "homo_ha": -0.54414, "charge": 2, "elements": ["Pt", "C", "C", "C", "C", "C", "C", "C", "H", "H", "H", "H", "H", "H", "H", "H", "Se", "Se", "C", "C", "C", "C", "C", "N", "C", "C", "C", "C", "C", "N", "H", "H", "H", "H", "H", "H", "H", "H"], "coordinates": [[-0.3582, -0.5124, 0.5763], [2.3268, 0.4372, -3.6627], [1.3620, 0.7746, -2.5635], [1.7663, 0.8389, -1.2539], [0.8714, 1.2373, -0.2261], [-0.4794, 1.5288, -0.5509], [-0.8984, 1.4099, -1.8956], [0.0078, 1.0734, -2.8655], [2.8760, 1.3311, -3.9646], [1.8131, 0.0590, -4.5452], [3.0600, -0.2997, -3.3370], [2.8002, 0.6457, -0.9948], [1.3130, 1.5699, 0.7062], [-1.1252, 2.0527, 0.1415], [-1.9187, 1.6552, -2.1577], [-0.3140, 1.0433, -3.9003], [-1.7688, -2.0932, 2.0442], [0.4893, -2.9342, 1.8912], [0.4803, -3.1108, -0.0301], [0.8387, -4.2993, -0.6244], [0.7756, -4.3841, -2.0122], [0.3090, -3.2996, -2.7331], [-0.0398, -2.1408, -2.0610], [0.0818, -2.0347, -0.7361], [-1.4793, -0.4596, 3.0451], [-1.9319, -0.2204, 4.3179], [-1.6968, 1.0474, 4.8499], [-1.0238, 1.9903, 4.0922], [-0.5999, 1.6625, 2.8130], [-0.8364, 0.4533, 2.3034], [1.1373, -5.1442, -0.0195], [1.0542, -5.3021, -2.5121], [0.2013, -3.3422, -3.8073], [-0.4229, -1.2747, -2.5774], [-2.4507, -0.9884, 4.8748], [-2.0344, 1.2862, 5.8495], [-0.8172, 2.9773, 4.4803], [-0.0679, 2.3722, 2.1950]], "mulliken_charge": [0.8136, -1.6912, 1.1264, -0.9501, -0.0535, -0.3918, -0.7439, -0.6552, 0.3943, 0.3868, 0.4003, 0.4903, 0.4404, 0.5237, 0.4536, 0.4185, -0.1132, 0.0722, 0.4918, -0.6658, -0.2905, -0.8621, -0.0135, -0.1545, 0.4464, -0.6696, -0.1477, -0.9509, 0.2292, -0.1115, 0.4391, 0.4472, 0.4584, 0.6753, 0.4386, 0.4562, 0.4227, 0.4400]}